No. 1
{"formula": "C6H10O4", "method": "wB97M-V/def2-TZVPD", "species": ["C", "C", "C", "C", "C", "C", "O", "O", "O", "O", "H", "H", "H", "H", "H", "H", "H", "H", "H", "H"], "positions_angstrom": [[-1.54521, -0.95143, -0.20024], [-2.18678, 0.13679, 0.10687], [3.46707, -0.58521, -0.12464], [2.02428, -0.36469, 0.08967], [-3.27074, 0.12349, 1.19717], [-2.07850, 1.45162, -0.73350], [3.75675, 0.57849, -0.82040], [-0.97370, -1.94163, -0.47480], [3.75452, -1.75485, -0.86269], [1.69287, -0.30867, 1.36846], [4.31436, -0.57395, 0.71095], [-4.02283, 0.82135, 1.15445], [-2.75135, 0.14786, 2.15758], [-3.72385, -0.85752, 1.12591], [-2.81238, 1.26193, -1.46982], [-1.09372, 1.70626, -1.20182], [-2.26496, 2.31190, -0.07300], [3.70219, 0.50607, -1.81414], [3.30216, -1.67360, -1.69742], [0.70982, -0.03418, 1.56141]], "atomic_forces_ev_per_a": [[0.818, -1.142, -0.454], [-0.335, 2.057, 0.000], [3.317, -0.681, 0.988], [-2.348, -0.403, 1.056], [2.773, -2.900, 0.102], [1.648, -0.579, 1.158], [0.867, 1.403, -1.937], [-0.564, 0.872, 0.302], [0.001, 0.423, 0.816], [-1.174, 0.813, 0.062], [-2.320, -0.268, -0.992], [-1.402, 1.926, -0.498], [-0.390, 0.290, 0.176], [-0.442, -0.205, 0.311], [-0.853, 0.820, -1.024], [-0.725, -0.811, 0.304], [-0.445, -0.374, -0.323], [-0.277, -0.177, 1.685], [-0.603, -0.201, -0.522], [2.452, -0.862, -1.209]], "relative_energy_ev": 5.273}

No. 2
{"formula": "C35H50N2O23", "method": "wB97M-V/def2-TZVPD", "species": ["C", "C", "N", "H", "H", "H", "C", "C", "N", "H", "H", "H", "C", "C", "O", "C", "O", "O", "H", "H", "H", "H", "C", "C", "O", "C", "O", "O", "H", "H", "H", "H", "C", "C", "O", "C", "O", "O", "H", "H", "H", "H", "C", "C", "O", "C", "O", "O", "H", "H", "H", "H", "C", "C", "O", "C", "O", "O", "H", "H", "H", "H", "O", "C", "O", "C", "C", "C", "H", "H", "H", "H", "H", "H", "O", "C", "O", "C", "C", "C", "H", "H", "H", "H", "H", "H", "O", "C", "O", "C", "C", "C", "H", "H", "H", "H", "H", "H", "O", "C", "O", "C", "C", "C", "H", "H", "H", "H", "H", "H"], "positions_angstrom": [[-8.42257, 5.86225, 18.67451], [-8.41366, 4.70800, 19.53928], [-8.63164, 3.77019, 20.20238], [-8.35492, 5.63564, 17.62538], [-7.54806, 6.48680, 18.89093], [-9.33752, 6.40730, 18.81812], [-15.74517, 3.96096, 13.68426], [-14.48634, 4.66615, 13.84130], [-13.58099, 5.34781, 13.86470], [-16.47450, 4.49654, 14.31698], [-15.66422, 2.90441, 13.94681], [-16.03116, 4.07769, 12.62884], [-17.83124, 8.71885, 17.41935], [-18.39241, 8.45205, 16.10121], [-17.34931, 7.73599, 15.40213], [-16.72224, 7.01235, 16.32816], [-15.93926, 6.15254, 16.12385], [-17.04860, 7.49123, 17.50165], [-18.59841, 8.75207, 18.17117], [-17.26110, 9.62033, 17.47125], [-18.64015, 9.36570, 15.52481], [-19.31246, 7.82562, 16.08638], [-10.12794, 5.76091, 25.50900], [-9.73995, 5.48954, 24.10388], [-10.71255, 4.47312, 23.59789], [-11.67477, 4.34787, 24.56013], [-12.67687, 3.71818, 24.42262], [-11.26404, 4.89504, 25.71644], [-10.47165, 6.80076, 25.55759], [-9.38924, 5.54175, 26.25753], [-8.66204, 5.11223, 24.03443], [-9.89069, 6.34706, 23.43412], [-12.25853, 9.18102, 21.05299], [-10.82922, 9.09904, 21.52388], [-10.79897, 8.27709, 22.66576], [-12.13517, 7.80480, 22.94857], [-12.39488, 7.13645, 23.91894], [-12.95283, 8.41479, 22.07887], [-12.32069, 8.77800, 20.03294], [-12.62398, 10.20579, 21.20984], [-10.35609, 10.08583, 21.73087], [-10.25300, 8.63483, 20.68209], [-12.98538, 7.90223, 16.60635], [-11.74638, 6.96375, 16.43719], [-10.88118, 7.76110, 15.55686], [-11.57115, 8.67962, 14.95680], [-11.21748, 9.32502, 14.03993], [-12.73795, 8.86234, 15.57797], [-12.93593, 8.43829, 17.52817], [-13.93203, 7.41715, 16.50890], [-12.03821, 6.03960, 15.91128], [-11.28088, 6.86085, 17.42422], [-9.76525, 2.77818, 17.01418], [-10.69196, 1.68630, 16.47505], [-9.91909, 1.21960, 15.31599], [-8.68266, 1.63693, 15.39542], [-7.77964, 1.39029, 14.65735], [-8.54016, 2.47753, 16.46668], [-9.71160, 2.78588, 18.10307], [-10.07941, 3.75338, 16.63244], [-11.67234, 1.96381, 16.18064], [-10.74973, 0.86756, 17.19842], [-8.10207, 7.39662, 15.82482], [-8.50188, 6.68142, 14.95565], [-8.79250, 5.35575, 15.19622], [-8.84653, 4.72198, 13.94498], [-9.53190, 5.78873, 13.08783], [-8.69543, 6.99480, 13.51551], [-9.25234, 3.75457, 14.09846], [-7.89100, 4.70311, 13.55875], [-10.53748, 5.98688, 13.40748], [-9.44864, 5.51065, 12.03789], [-9.14548, 7.95132, 13.34006], [-7.68962, 6.96714, 13.04581], [-11.39620, 6.70721, 20.00516], [-12.20851, 5.82494, 19.92532], [-13.06037, 5.63463, 18.88289], [-14.03096, 4.56068, 19.14262], [-14.01391, 4.49857, 20.63676], [-12.57888, 4.82005, 20.99694], [-13.72497, 3.61753, 18.63145], [-14.95816, 4.88290, 18.76753], [-14.28662, 3.51201, 21.01037], [-14.77917, 5.21145, 20.95095], [-11.86367, 3.95184, 20.76978], [-12.33895, 5.21955, 21.94344], [-12.16744, 1.49783, 19.87480], [-12.14598, 1.21732, 21.04475], [-13.26970, 0.71533, 21.69104], [-12.98451, 0.76362, 23.12148], [-11.50596, 0.52226, 23.23347], [-11.02719, 1.25996, 22.04414], [-13.62433, 0.02198, 23.58535], [-13.30607, 1.71814, 23.56804], [-11.37050, -0.59034, 23.20959], [-11.14201, 0.88523, 24.15581], [-10.06781, 0.91289, 21.57199], [-10.88825, 2.32407, 22.39788], [-10.85610, 10.33543, 19.00457], [-10.17853, 10.77508, 18.07591], [-10.49624, 11.97855, 17.52416], [-9.40024, 12.40420, 16.64248], [-8.19715, 11.53284, 17.05772], [-8.93071, 10.23727, 17.41849], [-9.28317, 13.49863, 16.72794], [-9.75993, 12.17753, 15.57703], [-7.62307, 11.90524, 17.93214], [-7.50324, 11.42562, 16.24342], [-8.37838, 9.55751, 18.09159], [-9.23839, 9.66028, 16.53996]], "atomic_forces_ev_per_a": [[1.038, 0.602, 0.015], [-1.249, -2.360, 1.304], [0.768, 1.853, -1.161], [0.071, -0.516, -0.398], [-0.301, 0.076, 0.031], [-0.344, 0.375, 0.310], [-0.346, 0.345, -0.071], [-1.325, -0.702, -0.242], [1.763, 0.912, 0.265], [0.216, -0.478, -0.236], [-0.081, 0.202, -0.001], [-0.063, -0.228, 0.343], [-0.007, -1.528, 0.063], [-1.760, 0.813, -3.004], [-0.907, 0.297, -0.805], [-0.014, 1.251, -0.654], [0.547, -1.152, -0.139], [0.224, 0.600, 3.463], [-0.062, -0.307, 0.562], [0.958, 0.278, 0.049], [0.299, -0.526, 0.212], [0.652, 0.234, 0.313], [-1.517, 0.474, 0.210], [1.372, -1.100, -2.278], [0.497, 1.026, 1.288], [1.099, -0.384, -0.006], [-0.112, 0.108, -0.095], [-0.251, 0.336, 0.131], [0.047, -0.256, 0.461], [0.282, -0.142, 0.235], [-1.663, 0.187, -0.263], [0.367, -0.266, 0.393], [-0.039, 0.767, 1.240], [2.016, 0.283, -1.670], [-2.100, -1.325, 0.986], [2.059, 1.920, 0.067], [0.133, 0.554, -1.734], [-0.569, -1.340, 0.053], [-0.687, 0.141, 0.727], [-0.164, -0.430, -0.725], [-0.496, -0.676, 0.126], [-0.206, 0.306, 1.083], [1.950, -0.107, -0.496], [-0.789, 0.771, 0.156], [0.720, -2.469, 1.264], [-1.585, 0.465, 0.929], [0.865, 1.073, -1.597], [-1.574, 0.452, -0.382], [-0.024, 0.253, 0.819], [-0.461, -0.305, -0.412], [0.478, 0.292, 0.393], [0.215, -0.407, -0.637], [-1.941, 0.628, 0.348], [1.751, -0.912, 0.500], [-1.908, -0.467, 0.049], [1.436, 1.046, 0.640], [-0.264, -0.255, -0.094], [1.648, -0.655, -0.713], [-0.025, 0.005, -0.132], [-0.030, 0.168, 0.224], [-0.674, 0.435, -0.449], [-0.077, -0.052, -0.255], [0.116, 0.144, 0.377], [0.320, -0.168, 0.885], [0.580, 1.306, 1.230], [-1.931, 1.315, -0.216], [0.520, -0.522, -0.500], [0.459, -0.914, -0.782], [-0.608, -0.735, -0.326], [2.396, -0.916, -0.746], [-0.726, -0.275, -0.132], [-0.295, 0.306, -0.069], [-0.203, 0.495, 0.128], [-0.436, 0.078, 0.150], [0.142, -0.167, -0.909], [-1.420, -0.751, 0.805], [0.507, 0.368, -0.758], [1.925, -0.478, -0.133], [-0.482, -1.102, 0.733], [1.152, -0.640, -1.844], [0.085, 0.751, 0.370], [-1.075, 0.469, -0.697], [-0.199, 0.010, -0.020], [0.463, 0.162, 0.637], [-1.098, 0.850, 0.521], [-0.022, 0.192, 1.102], [0.131, 0.000, 0.426], [-1.202, -0.750, 0.113], [0.992, 1.011, -0.091], [-1.409, 0.097, 0.241], [-0.986, -2.225, 0.039], [2.058, 1.407, -0.688], [0.114, -0.389, -0.024], [0.309, -0.059, -0.587], [0.311, 0.896, -0.203], [0.574, 0.406, 0.973], [-0.928, 0.456, 0.465], [0.014, -0.795, -0.827], [1.268, 0.474, -1.981], [-1.396, 0.212, 1.493], [0.903, -0.218, 0.040], [-0.749, -0.178, -0.992], [-0.469, 0.103, 0.112], [0.261, -0.351, 0.687], [-0.036, -0.605, 0.199], [0.734, 0.220, 1.381], [-0.592, 0.059, -0.448], [0.267, -0.142, -0.361], [-0.340, 0.343, -0.350], [0.146, 0.065, -0.023]], "energy_ev": -87178.667}